No. 1
Below is a cluster of 14 separate species, C14H56N28O14 in total in a non-equilibrium geometry, with properties calculated with wB97M-V/def2-TZVPD.

XYZ file:
```
112
Properties=species:S:1:pos:R:3:forces:R:3:mulliken_charge:R:1
O -1.179058 6.177208 0.769507 -0.188 0.056 0.304 -0.70
O 1.228486 0.311278 6.063707 0.144 0.019 -0.031 -0.61
O -2.779499 -1.530974 5.065856 -0.152 -0.291 0.365 -0.67
O -0.541113 0.684571 2.861636 0.343 0.024 -0.017 0.35
O -0.119663 0.036626 -1.851356 0.470 -0.501 0.128 -0.16
O 0.377489 -2.668805 1.944202 -0.196 0.185 0.046 -0.10
O 3.396067 -0.278311 -3.748273 -0.172 -0.057 -0.002 -0.62
O -5.149097 2.863906 2.207314 -0.267 -0.375 -0.353 -0.67
O -0.262927 2.553630 -6.082899 -0.233 -0.247 -0.359 -0.63
O -2.515044 2.534981 -2.395703 0.033 0.673 0.269 -0.63
O 1.746483 3.374823 0.252365 -0.040 -0.290 -0.162 -0.70
O -0.732208 -1.623048 -6.056433 0.227 0.291 0.427 -0.67
O -0.794384 -4.726088 -2.207726 0.270 0.083 0.104 -0.72
O 3.263296 -4.460915 0.087036 0.492 -0.282 -0.018 -0.68
N 2.841531 0.464937 -1.687948 -0.112 -0.240 -0.039 0.15
N 0.297286 -0.458575 0.347708 1.009 -0.620 -0.226 1.46
N -1.156131 1.183583 -0.236287 -0.238 -0.218 0.302 0.54
N -0.891648 2.955400 2.852831 -0.274 -0.660 0.412 -0.21
N 0.669479 1.398737 -4.371015 0.679 0.329 0.095 -0.06
N 2.574390 -1.485384 6.427632 -0.075 -0.878 -0.704 -0.45
N 2.336602 1.596413 1.553304 -0.040 -0.812 -0.013 -0.05
N -2.294219 1.568391 4.006582 0.615 0.237 -0.158 -0.30
N -2.613455 5.568367 -0.917762 -0.943 0.442 0.276 -0.41
N 5.320434 -3.939362 0.917118 1.063 -0.059 0.402 -0.43
N -4.195687 -2.785475 3.724404 0.711 0.646 0.629 -0.53
N -0.831362 4.288618 -0.486172 -0.049 -0.465 0.172 0.15
N -3.044608 3.199509 -4.525936 -0.018 -0.103 0.946 -0.48
N -0.529984 -2.159967 -3.818727 -0.709 -0.344 -0.392 0.00
N -2.499932 -1.494277 2.850206 0.440 0.663 0.489 0.05
N 5.022112 0.607054 -2.438391 0.594 0.048 1.262 -0.51
N -5.187732 4.660997 0.799542 -0.613 0.325 -0.444 -0.42
N -1.715376 -3.478959 -5.263315 -0.014 0.095 0.709 -0.40
N 1.488532 -1.189278 4.398058 0.111 -0.053 -0.150 -0.02
N -2.244843 1.082704 -4.115552 -0.743 1.446 1.034 -0.42
N 1.956959 1.999372 -6.165507 0.259 0.044 -0.390 -0.41
N 1.005397 -3.450084 -1.668731 -0.334 0.621 -0.115 -0.27
N -4.067113 2.855064 0.175421 0.268 -0.719 -0.719 -0.01
N 0.528037 -4.893073 2.285612 -0.446 -0.615 0.417 -0.40
N -0.352074 -3.543784 3.918321 -0.437 -0.162 -0.178 -0.29
N 3.413894 -2.862531 1.638515 0.731 0.379 0.779 -0.05
N 0.988757 -5.652195 -1.083677 -0.370 0.617 -0.237 -0.38
N 3.725136 3.387968 1.353965 0.712 -0.218 0.186 -0.47
C -2.582821 2.298009 -3.607890 -0.151 -0.744 -1.080 0.48
C -4.874275 3.374462 1.130425 1.136 0.473 1.179 0.59
C 3.726119 0.203267 -2.678050 -0.171 -0.076 -0.801 0.59
C -0.313446 0.218605 -0.638981 -0.516 0.786 -0.118 0.30
C 2.546766 2.806474 0.974098 0.149 0.757 0.605 0.40
C 0.125291 -3.646416 2.652064 1.575 0.088 -0.196 0.19
C -3.144726 -1.930121 3.968988 -0.017 0.272 -1.260 0.74
C 0.322145 -4.620005 -1.702051 -0.107 -0.715 0.529 0.68
C 1.693050 -0.745354 5.677650 0.030 1.463 -0.169 0.46
C -1.178739 1.680782 3.244867 -0.594 0.070 0.093 0.06
C 3.978590 -3.826938 0.861569 -1.234 0.558 -0.678 0.54
C -1.513913 5.392349 -0.093279 0.534 -0.316 -1.157 0.61
C -0.958866 -2.346049 -5.094095 -0.008 0.182 -1.182 0.50
C 0.716726 2.024143 -5.573102 -0.303 -0.055 0.487 0.49
H -3.832747 3.424154 -0.614052 -0.016 -0.183 -0.160 0.00
H 0.974154 -0.596198 3.763959 -0.410 -0.009 0.259 -0.10
H -4.555675 5.061010 0.124212 -0.212 0.469 0.266 0.21
H -0.600013 -2.622317 4.243526 -0.083 -0.060 0.145 0.06
H 0.006923 -1.349746 -3.565243 0.101 -0.059 -0.030 0.06
H 2.004925 2.027393 -7.165765 -0.116 0.389 0.000 0.20
H -2.500261 0.705738 4.489123 -0.075 0.000 0.007 0.10
H 2.429384 -2.474295 6.303241 0.543 -0.121 0.486 0.19
H -1.270800 3.650615 3.472073 0.276 0.501 -0.393 0.21
H 1.508925 0.991532 -3.996631 -0.024 -0.314 -0.151 -0.04
H -2.847038 4.902280 -1.633071 0.270 0.068 -0.178 0.10
H 2.416265 -2.713292 1.667080 -0.256 -0.362 -0.185 -0.16
H 2.865177 -1.123188 7.315971 -0.439 -0.097 0.219 0.25
H -1.247025 3.681848 -1.179843 0.233 0.240 -0.006 0.02
H 5.746940 0.021345 -2.823051 -0.217 -0.012 -0.442 0.28
H -1.223307 1.442211 0.732908 0.008 0.127 -0.064 -0.02
H -4.282211 -3.016837 2.750728 -0.322 -0.688 0.211 0.19
H -2.023504 0.415163 -3.392999 0.071 -0.654 -0.616 0.15
H 4.053090 4.245902 0.949920 -0.417 0.064 -0.254 0.27
H 1.869079 0.272259 -1.900449 -0.095 0.115 0.264 -0.21
H -4.299131 -3.451588 4.471110 -0.495 -0.299 -0.334 0.26
H 3.954180 -2.403371 2.352774 -0.029 0.046 -0.067 0.23
H -2.899630 2.367275 4.078878 -0.287 -0.212 0.152 0.19
H 1.477851 1.088508 1.399073 -0.109 0.265 -0.187 -0.15
H -0.100103 -4.255730 4.579337 -0.232 0.033 0.110 0.23
H -3.129291 6.428922 -0.882562 0.179 0.075 0.068 0.25
H -2.997515 4.150487 -4.204842 -0.055 0.112 -0.355 0.21
H 5.178644 0.724059 -1.444208 0.269 0.205 -0.130 0.19
H 5.886280 -3.430922 1.573013 -0.270 0.154 0.072 0.14
H -2.652113 -1.728783 1.886290 -0.291 -0.208 0.113 0.17
H -5.608217 5.253270 1.490853 0.064 -0.076 0.095 0.25
H -2.365592 0.961610 -5.103845 0.468 -0.861 -0.003 0.13
H -2.924286 3.002202 -5.503594 0.310 0.240 -0.054 0.23
H -3.537756 2.005255 0.230500 -0.400 -0.198 0.452 0.10
H 0.991798 -5.070407 1.405922 -0.228 0.332 -0.212 0.18
H 2.805485 2.152092 -5.654430 -0.037 -0.363 0.158 0.17
H 1.698911 -2.116900 4.082523 0.164 -0.002 0.084 0.17
H 5.857841 -4.493460 0.276019 -0.529 -0.265 -0.197 0.24
H -0.186860 1.323199 -3.857862 0.052 0.190 -0.018 -0.10
H 0.045808 -5.667621 2.710029 0.148 -0.122 -0.099 0.20
H 4.444559 2.818150 1.764847 -0.064 0.022 0.044 0.14
H 0.564583 -6.558332 -1.156662 0.329 -0.141 -0.225 0.21
H 0.017138 -0.451583 1.313227 -0.364 0.107 0.012 -0.50
H 1.981146 -5.479745 -0.997682 -0.029 -0.720 0.284 0.28
H -1.848746 -0.741083 3.051865 0.128 -0.154 -0.542 -0.40
H 0.386906 -2.673639 -1.822401 0.425 0.428 0.115 0.19
H 0.982327 -1.144851 0.086296 -0.226 -0.207 -0.048 -0.53
H -0.600311 -3.000655 -3.258265 0.083 0.394 0.145 0.07
H 2.878455 1.267731 2.333442 0.093 0.234 0.027 0.26
H -0.052279 3.139088 2.329011 0.011 0.097 0.048 0.05
H 0.062381 4.013403 -0.106383 -0.070 0.206 0.122 0.16
H 1.794584 -3.311186 -1.058655 0.018 -0.274 0.067 0.17
H -2.077748 -3.934745 -4.444627 0.058 -0.471 -0.254 0.18
H 3.112366 0.838315 -0.797063 -0.172 0.081 0.018 0.12
H -1.797009 -3.849275 -6.188171 -0.230 -0.013 -0.004 0.23
H -1.562069 1.728523 -0.977060 -0.331 0.199 -0.132 -0.50
```
Forces are in eV/Å.

## Properties
E_HOMO = -8.776 eV
Total charge = 0
Energy = -3154.231135 Ha
Kohn-Sham gap = 8.4 eV
LUMO = -0.4 eV
Energy above the lowest of the compared OMol25 structures with the same formula, charge and spin = 34.78 kcal per mole
Max |F| = 1.93 eV/Å

=====

No. 2
Below is a structure of composition C31H33BrIN4O8P2Tl in a non-equilibrium geometry, with properties calculated with wB97M-V/def2-TZVPD.

XYZ file:
```
81
Properties=species:S:1:pos:R:3:forces:R:3:mulliken_charge:R:1
Tl 8.856278 9.110847 12.334375 -0.004 -0.155 -0.144 0.82
I 6.964947 12.567035 15.755214 0.052 -0.450 -0.633 0.30
Br 5.133352 15.480361 16.711377 0.417 -0.899 0.502 -0.18
P 8.107393 12.491472 10.359866 2.256 1.141 -0.196 0.62
P 11.382017 12.915608 10.562533 -1.760 -2.304 -1.163 0.77
O 7.106087 12.123052 9.341281 -0.383 -0.152 -0.376 -0.73
O 11.014301 13.689032 11.952470 0.810 -1.166 -1.067 -0.46
O 8.158802 11.799313 11.683354 -0.175 0.114 0.409 -0.53
O 5.956572 5.425989 11.587581 -1.101 -1.450 -1.273 -0.76
O 12.327586 13.558415 9.635136 0.567 0.291 0.968 -0.75
O 11.745502 11.377069 11.098080 0.448 2.073 0.430 -0.46
O 8.135709 14.139478 10.584080 -1.301 0.273 1.677 -0.61
O 9.901364 7.557733 16.860287 -0.443 -0.564 -0.626 -0.82
N 9.871048 11.098504 9.231553 1.721 -2.098 -1.145 -0.71
N 10.449101 8.206653 14.720357 0.000 -1.135 -0.502 -0.06
N 7.994412 7.050046 13.864144 1.033 -0.157 1.406 -0.06
N 6.839423 7.565827 11.313357 1.006 -1.743 3.170 -0.15
C 7.074423 6.239165 13.365762 1.663 -0.593 1.837 0.81
C 6.680404 5.092744 14.106646 -1.542 1.024 0.439 -0.78
C 9.850856 12.477226 9.528477 -2.098 0.901 1.098 1.22
C 6.141633 7.286882 7.691981 0.033 -0.717 0.580 -0.45
C 6.648886 6.933088 8.947670 0.539 1.998 0.271 0.81
C 5.966915 12.052932 19.891505 0.018 -1.911 -0.287 -0.47
C 9.679506 7.571930 15.613881 2.045 1.765 1.086 0.17
C 11.740333 8.546275 15.162040 0.910 0.112 -0.178 0.00
C 5.656508 9.016226 9.920499 0.058 -1.579 -3.484 1.91
C 5.338720 14.328117 19.297393 -0.648 -0.113 -0.286 -0.38
C 14.137248 8.193533 15.278845 -0.447 -0.964 -1.564 -0.69
C 13.146776 9.998176 16.609880 -0.725 -1.007 -1.609 -0.94
C 12.932180 7.864691 14.632476 -1.361 1.652 1.758 0.32
C 10.677519 10.412772 16.451199 0.132 0.801 0.076 -1.28
C 6.179869 11.727165 18.546801 -0.085 1.679 -0.041 -0.51
C 6.121962 12.771126 17.620881 -0.762 1.437 -0.245 0.12
C 11.876733 9.643114 16.075125 1.764 -0.787 0.050 1.53
C 7.100052 4.926975 15.423318 0.715 0.587 -1.002 -0.49
C 7.730070 5.860912 9.068823 -1.337 -0.172 0.824 -1.09
C 5.189875 9.840313 11.033380 0.037 0.547 0.940 -1.20
C 9.719447 13.308185 8.228596 -0.121 1.531 -0.128 -1.60
C 6.604237 6.385056 11.968037 -0.202 2.820 -1.175 -0.19
C 6.372327 7.820213 10.064359 -0.499 -0.840 -1.233 -0.04
C 12.871748 7.015404 13.402836 -0.149 -0.811 -0.199 -1.08
C 8.540808 6.787703 15.113837 -1.569 0.380 -1.918 0.20
C 5.360360 8.449957 7.514241 1.165 -0.975 1.203 -1.20
C 14.232077 9.201425 16.189301 0.930 1.137 1.980 -0.43
C 5.256474 9.346455 8.570454 0.458 0.166 1.109 -1.06
C 8.075227 5.790147 15.932436 -0.226 -0.505 -0.113 -0.64
C 5.563590 13.308129 20.236212 -0.032 1.169 0.585 -0.36
C 5.577253 14.061000 17.961162 0.545 -0.994 0.319 -0.03
H 15.226995 9.295883 16.665490 -0.577 0.409 -0.285 0.26
H 13.381521 6.021360 13.465723 0.180 0.913 0.183 0.35
H 15.059071 7.674781 14.973231 -0.419 0.158 0.151 0.34
H 8.657722 13.383835 7.831025 1.213 -0.527 0.698 0.28
H 13.346541 7.630042 12.586660 -0.800 -0.905 0.363 0.18
H 10.223315 10.818761 15.559748 -0.363 0.177 -0.348 0.12
H 5.053377 10.408626 8.394704 -0.827 -0.431 0.023 0.26
H 5.450970 13.510627 21.289540 -0.231 0.226 0.130 0.33
H 6.421672 6.627557 6.835035 -0.558 0.563 0.584 0.21
H 6.403868 10.751371 18.174295 0.426 -0.459 0.140 0.52
H 6.086241 11.247567 20.653382 -0.131 0.863 -0.603 0.30
H 11.820157 6.700859 13.236036 0.518 0.770 -0.417 0.18
H 8.527103 5.719013 16.919995 -0.211 -0.095 -0.234 0.44
H 10.381687 12.966937 7.427930 -0.028 -0.344 0.200 0.46
H 5.782934 4.611848 13.711307 0.719 -0.522 0.012 0.33
H 13.247129 10.921023 17.202805 0.073 -0.747 -0.051 0.28
H 4.868565 15.296451 19.528897 0.491 -0.594 0.298 0.33
H 4.709521 9.254255 11.853287 0.439 0.191 -0.641 0.29
H 8.743612 6.334112 8.987957 -0.793 -0.600 0.240 0.14
H 4.419924 10.439636 10.543946 0.112 0.677 0.717 0.39
H 7.548300 5.269374 10.054045 0.688 0.841 -1.960 0.18
H 4.833360 8.502259 6.598987 -0.165 0.912 -1.003 0.40
H 10.986877 11.251763 17.077092 -0.182 0.066 0.121 0.33
H 6.027145 10.427797 11.472434 -0.728 -0.009 -0.229 0.09
H 9.946246 9.810210 16.960526 -0.253 -0.297 0.261 0.24
H 10.349844 10.474504 9.873231 -0.725 0.147 -0.414 0.06
H 12.302850 11.372417 11.901546 -0.408 -0.005 -0.435 0.28
H 10.623465 14.506626 11.659125 -0.558 0.851 0.096 0.34
H 10.033487 14.362229 8.406166 -0.248 -0.563 0.039 0.30
H 7.557550 14.283713 11.376892 0.663 0.122 -0.934 0.31
H 7.488979 5.261200 8.174363 0.796 -0.407 0.481 0.42
H 9.087105 10.783106 8.680399 -0.005 -0.292 0.397 0.23
H 6.773136 4.104695 16.018090 -0.461 -0.446 0.292 0.42
```
Forces are in eV/Å.

## Properties
E_HOMO = -2.324 eV
Total charge = -2
Energy = -5749.199131 Ha
Kohn-Sham gap = 5.6 eV
LUMO = 3.3 eV
Max |F| = 3.83 eV/Å

=====

No. 3
Below is a cluster of 3 separate species, C5H9NO in total, with properties calculated with wB97M-V/def2-TZVPD.

XYZ file:
```
16
Properties=species:S:1:pos:R:3:forces:R:3:mulliken_charge:R:1
O 2.041667 1.304683 -0.143317 -0.229 -0.497 0.056 -0.54
N 1.605580 -0.989017 0.425307 0.069 0.224 -0.064 -0.63
C -0.755697 -0.167248 -1.211531 0.076 -0.002 0.109 -0.90
C -0.263506 0.105893 0.092216 -0.122 -0.030 -0.071 1.00
C 1.448912 0.287616 0.061591 0.290 0.310 -0.136 0.51
C -0.773930 1.360605 0.796308 -0.033 0.087 0.046 -1.48
C 0.191757 -1.129481 0.880998 -0.185 -0.167 0.038 -0.57
H -0.204153 1.537300 1.713689 -0.068 -0.053 -0.138 0.38
H -1.834142 1.276131 1.054715 0.141 -0.002 -0.034 0.38
H 1.082492 -1.275011 -1.243656 -0.079 0.107 0.200 0.39
H 0.103663 -1.028218 1.968234 0.003 0.001 -0.142 0.31
H -0.254846 -2.083543 0.578754 0.048 0.141 0.008 0.32
H -1.404103 -1.016932 -1.418321 0.143 0.106 0.038 0.36
H -0.635123 2.231096 0.147810 -0.025 -0.127 0.071 0.33
H 0.458565 -1.058366 -1.765444 -0.064 0.005 -0.086 -0.21
H -0.807135 0.644492 -1.937352 0.034 -0.104 0.106 0.35
```
Forces are in eV/Å.

## Properties
E_HOMO (spin up / spin down) = -8.792 / -8.794 eV
Total charge = 0
Energy = -325.720195 Ha
Kohn-Sham gap (spin up / spin down) = 7.7 / 7.7 eV
LUMO (spin up / spin down) = -1.1 / -1.1 eV
Energy above the lowest of the compared OMol25 structures with the same formula, charge and spin = 136.40 kcal per mole
Max |F| = 0.55 eV/Å

=====

Q: What is the total charge in the first record?
A: 0

=====

Q: Look up the total charge of the third one.
A: 0